Computed, not measured: a cluster of 2 separate species, C26H24N3S in total at a distorted geometry, with wB97M-V/def2-TZVPD.

```
54
Properties=species:S:1:pos:R:3
H 1.554 -0.735 -2.037
C 3.192 0.813 2.122
C -4.809 -0.184 -5.077
N 3.623 -0.504 2.320
H -0.137 0.372 3.451
H 3.372 -3.275 1.390
H -3.784 0.096 -6.959
C -2.238 -1.260 1.299
H 3.681 4.149 2.211
C -3.677 0.037 -5.876
C -2.406 0.176 -5.293
H 1.784 -3.278 2.185
H -4.440 0.542 3.170
H 0.572 -0.522 -4.144
H -4.382 -1.074 1.280
C 3.881 2.001 2.322
C 1.471 -0.648 1.623
H 3.263 -3.089 3.161
C 2.625 -1.379 2.032
H 4.951 -1.447 3.669
C -3.451 -0.756 1.752
C -3.445 -0.081 -3.099
C 0.224 -1.150 1.209
S -3.011 -0.122 -1.398
C -1.314 -0.002 -1.765
H -5.786 -0.313 -5.544
N -0.204 -0.042 -1.085
H 1.311 4.099 1.476
C 4.963 -0.895 2.719
N -1.161 0.142 -3.126
H -2.193 -2.036 0.531
H -1.503 0.327 -5.888
H 5.421 -1.537 1.954
H 0.154 1.895 1.030
C 1.842 3.160 1.639
C 0.892 0.139 -2.073
H 5.568 0.006 2.837
H 0.218 -1.991 0.516
H -5.554 -0.422 -3.031
C 0.254 0.272 -3.459
C 1.846 0.760 1.689
H 1.484 1.031 -1.829
C -3.484 0.161 2.810
C -1.008 -0.775 1.821
C 3.181 3.190 2.071
C 1.172 1.945 1.418
C -1.066 0.090 2.952
C -2.313 0.111 -3.904
H 0.456 1.247 -3.918
H 4.914 1.976 2.664
C -4.700 -0.244 -3.679
C -2.285 0.576 3.413
C 2.783 -2.832 2.206
H -2.305 1.282 4.244
```

For the molar mass, the calculation gives 410.57 g mol⁻¹. As for the net charge: +1. Its total energy is -1567.39018 a.u. The multiplicity is 1.

Here are the Mulliken charges for atoms 1 to 5, given in e:
1. H 0.36
2. C -0.13
3. C -0.61
4. N 0.23
5. H 0.51

***

Computed, not measured: the ion C8H20N3 with charge +1 at a distorted geometry, with wB97M-V/def2-TZVPD.

```
31
Properties=species:S:1:pos:R:3
C -1.771 -1.419 1.078
C 0.405 1.282 1.070
H -1.787 -0.639 1.919
C 2.197 -0.136 -0.043
H -1.585 -2.473 -1.056
N 3.365 -0.635 -0.099
N 1.736 0.691 0.867
N -0.579 -0.177 -0.643
H -0.315 -3.433 -0.265
H -1.359 -0.321 -1.228
H -0.038 0.790 1.924
H -1.800 -2.314 1.615
H 1.218 2.340 -1.202
H -2.347 1.251 0.830
H 0.668 2.329 1.482
H -2.638 -1.352 0.354
H 1.453 -0.393 -0.932
C -0.608 -2.532 -0.713
C -0.559 -1.356 0.305
C 0.224 1.840 -1.456
C -0.458 1.218 -0.162
H 3.714 -0.990 -0.899
H 4.019 -0.693 0.684
H 2.144 0.866 1.770
H -2.456 1.888 -0.914
H -0.419 2.480 -1.992
C -1.827 1.856 0.034
H 0.429 -1.401 0.777
H 0.503 0.931 -1.991
H 0.050 -2.354 -1.550
H -1.576 2.860 0.438
```

As for the SMILES: CC(C)NC(C)(C)CNC=[NH2+]. For the molar mass, the calculation gives 158.27 g mol⁻¹. As for the net charge: +1. Its total energy is -480.78620 a.u. The multiplicity is 1.

Here are the Mulliken charges for atoms 1 to 5, given in e:
1. C -1.38
2. C -1.20
3. H 0.29
4. C 0.48
5. H 0.48

***

Computed, not measured: an isolated molecule of C3H5BrClN3 at a distorted geometry, with wB97M-V/def2-TZVPD.

```
13
Properties=species:S:1:pos:R:3
H -0.226 0.889 1.746
N -0.609 0.273 -0.107
N 1.278 -0.731 0.660
C 2.481 -1.022 0.691
H -1.364 1.264 -1.722
H -1.188 -0.581 -2.104
H 2.704 -1.579 1.551
C -0.958 0.956 1.006
Br -2.600 1.712 1.454
Cl 3.763 -0.822 -0.504
C -1.433 0.191 -1.317
H -2.342 -0.212 -1.056
N 0.494 -0.339 -0.299
```

For the molar mass, the calculation gives 198.45 g mol⁻¹. Its total energy is -3315.62271 a.u. The multiplicity is 1.

Here are the Mulliken charges for atoms 1 to 5, given in e:
1. H 0.45
2. N 0.68
3. N -0.39
4. C -0.11
5. H 0.31

***

Computed, not measured: a cluster of 2 separate species, C5H14 in total at a distorted geometry, with wB97M-V/def2-TZVPD.

```
19
Properties=species:S:1:pos:R:3
H 2.968 -1.248 0.648
H -3.097 -0.299 -1.436
C 1.074 -0.447 0.877
C -2.867 1.224 0.194
H 2.178 1.093 -1.034
H -2.177 -0.789 -0.251
H 0.173 -0.176 0.243
C 2.187 -0.941 -0.013
H -3.792 -0.884 0.100
H 0.837 -1.126 1.702
H 3.148 0.071 -1.623
C 2.839 0.250 -0.698
H -1.928 1.592 -0.034
H 1.298 0.504 1.271
H -2.794 1.174 1.265
H 1.871 -1.748 -0.686
H -3.750 1.813 -0.164
C -2.997 -0.185 -0.341
H 3.651 0.615 -0.111
```

As for the SMILES: CCC.CC. For the molar mass, the calculation gives 74.17 g mol⁻¹. Its total energy is -198.84256 a.u. The multiplicity is 1.

Here are the Mulliken charges for atoms 1 to 5, given in e:
1. H 0.21
2. H 0.30
3. C -1.05
4. C -0.75
5. H 0.28

***

Computed, not measured: a structure of composition C21H47Br6N5O5 at a distorted geometry, with wB97M-V/def2-TZVPD.

```
84
Properties=species:S:1:pos:R:3
H 1.732 -0.316 -2.265
H 3.879 -3.876 -1.259
H -0.153 -6.318 -0.037
H -0.545 2.448 0.657
C 0.421 -2.414 -3.221
C -0.542 0.580 -1.165
C 2.547 0.973 3.933
C -2.897 0.529 3.497
C 0.009 -0.960 -5.080
C 2.872 -1.678 -0.593
C -0.042 3.414 0.612
H -1.274 3.666 -2.972
H -0.475 -0.115 -2.002
H -2.620 3.928 1.647
H 0.795 -1.166 -5.807
H 2.050 0.011 3.808
H -1.580 0.325 1.785
C 3.019 -4.043 -0.610
N -0.967 -4.637 0.666
H -2.454 -3.693 1.685
H -0.694 -1.700 -5.462
C -0.052 -0.145 0.107
H -0.965 -2.700 1.696
C -0.059 5.687 1.713
O -0.213 -6.321 2.020
H 3.509 0.970 4.445
H -2.047 0.502 4.180
Br -2.689 1.805 -0.992
Br -2.215 -2.028 2.659
H -3.208 -0.131 1.361
H 1.023 2.621 2.368
O 0.081 -3.425 -3.820
H -3.791 0.115 3.963
C -1.370 -3.707 1.794
Br -1.091 -1.851 0.324
N 0.538 -1.208 -3.748
H -2.538 4.723 -2.620
H 3.536 -1.859 -1.452
H -0.547 -3.265 -0.578
H 3.317 -4.759 0.156
N 2.696 1.665 2.686
H 2.172 -4.509 -1.113
O 2.665 -0.549 -0.094
H -0.326 0.387 1.018
N -0.686 4.667 1.162
H 1.827 1.470 4.583
H -2.477 5.685 1.206
H -2.199 -3.766 -0.907
Br -3.347 2.369 3.016
C -2.175 4.663 0.976
H 0.654 0.748 -2.943
H 1.926 0.294 -3.989
H -4.155 2.635 -3.013
C 1.555 1.846 1.816
H 1.031 0.893 1.875
H 0.709 -2.430 -2.159
H 0.918 3.272 1.109
C -3.081 2.644 -2.823
N 2.478 -2.853 -0.020
C 1.261 -0.112 -3.226
H -1.132 -4.105 2.781
H -1.560 0.965 -1.112
H 0.733 -2.154 0.912
H 4.764 1.657 2.868
C -2.305 3.870 -3.258
C -0.405 -5.818 0.910
C 1.511 -2.915 0.955
H 0.986 -3.869 0.897
H 2.067 -2.740 1.876
H 1.031 5.638 1.566
H -2.472 4.444 -0.049
H 0.222 3.435 -0.446
H -2.797 1.831 -3.491
H -0.880 -4.789 -1.448
O 4.033 2.769 1.183
C -2.480 -0.151 2.173
H -0.366 0.045 -5.270
C 3.942 2.078 2.268
O -0.561 6.540 2.376
C -1.206 -4.130 -0.643
Br 0.665 2.168 -1.276
H 1.019 -0.312 -0.007
Br -2.400 4.503 -5.103
H 1.845 2.039 0.783
```

For the molar mass, the calculation gives 929.06 g mol⁻¹. Its total energy is -16921.55389 a.u. The multiplicity is 1.

Here are the Mulliken charges for atoms 1 to 5, given in e:
1. H 0.28
2. H 0.29
3. H 0.31
4. H 0.08
5. C 0.55

***

Computed, not measured: a cluster of 2 separate species, C2H5ClS in total at a distorted geometry, with wB97M-V/def2-TZVPD.

```
9
Properties=species:S:1:pos:R:3
H 0.673 -0.880 -1.883
Cl -2.714 0.253 1.246
C 1.094 -0.099 -1.310
C -1.046 0.051 1.464
S -0.059 1.175 -0.737
H 1.506 -0.613 -0.441
H 1.961 0.491 -1.796
H -0.691 -0.885 1.038
H -0.725 0.507 2.419
```

For the molar mass, the calculation gives 96.58 g mol⁻¹. Its total energy is -937.47214 a.u. The multiplicity is 1.

Here are the Mulliken charges for atoms 1 to 5, given in e:
1. H 0.31
2. Cl -0.07
3. C -0.76
4. C -0.44
5. S -0.13

***

Computed, not measured: a structure of composition C31H30BF7MnN6O3S at a distorted geometry, with wB97M-V/def2-TZVPD.

```
80
Properties=species:S:1:pos:R:3
C 11.354 11.576 9.714
C 17.464 7.621 12.055
H 15.780 8.817 12.596
H 17.941 6.471 8.960
C 8.534 10.821 12.496
H 8.068 11.436 8.959
C 9.973 12.515 13.204
N 16.131 6.694 15.223
H 10.193 8.716 14.168
C 17.506 7.031 9.762
H 17.639 11.616 7.860
N 9.772 11.167 13.081
C 14.900 6.277 15.020
H 15.620 7.230 8.712
H 12.192 12.200 10.003
C 18.143 7.120 10.999
H 9.484 14.546 12.962
C 9.064 11.112 9.116
C 16.184 7.371 9.652
N 11.684 10.304 9.656
O 15.851 11.209 13.220
Mn 13.768 9.326 10.248
C 13.821 7.084 15.009
C 15.963 10.716 8.712
C 13.956 8.379 15.400
N 15.578 8.004 10.688
C 14.413 9.834 7.271
F 13.485 13.958 11.801
H 12.687 6.308 10.662
C 16.362 10.815 6.363
C 11.230 6.111 12.213
C 7.900 13.191 12.220
N 12.326 8.096 11.575
H 9.992 13.085 9.490
C 10.740 9.409 9.308
H 19.107 6.638 11.058
C 9.092 13.532 12.797
H 17.258 8.290 15.682
H 16.214 11.028 9.726
F 15.554 13.650 11.301
B 12.385 6.988 7.706
C 9.422 9.788 9.035
H 17.948 7.694 13.044
C 16.215 8.210 11.824
C 15.151 10.176 6.173
H 13.147 9.056 15.443
N 14.827 10.044 8.511
F 13.203 6.075 7.222
H 11.830 9.829 12.611
H 10.977 12.856 13.481
H 7.140 13.875 11.934
H 13.447 9.362 7.049
C 12.148 6.788 11.418
C 10.504 6.834 13.167
O 13.506 11.292 13.728
C 11.659 8.769 12.543
C 14.651 13.384 12.293
H 11.055 5.050 12.101
F 15.061 14.014 13.361
C 7.595 11.806 12.133
H 15.428 9.907 15.802
H 8.280 9.794 12.222
C 15.231 8.895 15.573
H 14.807 10.045 5.178
H 12.843 6.647 14.855
H 9.785 6.223 13.725
H 8.722 9.037 8.711
H 16.959 11.037 5.507
S 14.537 11.526 12.753
O 14.203 10.993 11.443
C 10.731 8.158 13.382
C 10.078 12.019 9.426
F 13.199 7.716 8.796
F 11.379 6.443 8.470
C 16.257 7.987 15.486
F 12.039 7.958 6.783
H 6.645 11.497 11.695
H 10.993 8.363 9.244
C 16.745 11.104 7.659
H 14.708 5.233 14.868
```

As for the expectation value of S²: 8.752. For the molar mass, the calculation gives 765.42 g mol⁻¹. Its total energy is -4026.98696 a.u. The multiplicity is 6.

Here are the Mulliken charges for atoms 1 to 5, given in e:
1. C -0.50
2. C -0.88
3. H 0.29
4. H 0.43
5. C -0.17

***

Computed, not measured: an isolated molecule of C6H6N6O at a distorted geometry, with wB97M-V/def2-TZVPD.

```
19
Properties=species:S:1:pos:R:3
N -0.123 -3.125 1.686
C -1.060 -2.594 0.905
N 0.671 -1.259 0.857
N -0.597 -1.446 0.404
H -2.408 -4.044 0.559
C 1.253 3.376 -1.050
N -2.388 -3.026 0.693
N -1.201 -0.686 -0.450
C 2.043 2.682 -0.168
C 1.430 1.408 0.080
O 0.213 2.543 -1.408
H 1.784 0.681 0.804
C -0.851 0.466 -0.885
H -2.772 -2.542 -0.127
N 0.884 -2.275 1.629
H 3.000 3.079 0.207
H 1.361 4.375 -1.526
C 0.343 1.394 -0.725
H -1.583 0.993 -1.484
```

As for the SMILES: Nc1nnnn1/N=C\c1ccco1. For the molar mass, the calculation gives 178.16 g mol⁻¹. Its total energy is -635.90712 a.u. The multiplicity is 1.

Here are the Mulliken charges for atoms 1 to 5, given in e:
1. N -0.40
2. C 0.57
3. N -0.18
4. N 0.98
5. H 0.28

***

> Which value of molar mass does entry 5 give?

929.06 g mol⁻¹

***

> What is the multiplicity in the fifth record?

1